27
Properties=species:S:1:pos:R:3:forces:R:3 method="wB97M-V/def2-TZVPD" e_lumo_ev=-8.743 homo_lumo_gap_ev=9.01 charge=+2
C 2.084 -3.127 0.909 -2.2 5.0 -0.5
C -1.765 -1.322 -0.776 -0.8 -1.1 1.5
C -1.837 0.382 1.235 1.1 -1.5 0.8
C -2.631 0.767 0.106 0.0 3.0 0.0
C -1.428 -0.047 -0.193 2.9 -0.1 -0.8
C 2.117 1.376 -0.663 -0.4 -0.8 -2.6
C 3.077 2.154 -0.072 1.9 2.5 2.4
C -0.140 0.558 -0.821 -0.8 -2.2 -1.2
C 1.112 0.637 0.047 -0.7 1.3 -0.6
N 1.631 -2.066 0.780 1.1 -2.6 0.1
N -2.498 -2.232 -0.177 -0.9 -1.8 -1.2
H 2.366 -4.065 1.123 1.2 -3.0 0.5
H -1.338 1.038 1.946 0.5 0.4 -1.0
H -1.886 -0.557 1.734 -1.5 -0.6 0.8
H -3.612 0.466 -0.006 -1.8 -1.1 -0.6
H -2.494 1.803 -0.225 -0.2 -0.2 0.3
H 2.249 1.389 -1.805 -0.9 -0.6 1.5
H -1.412 -1.475 -1.813 -0.3 -0.5 0.7
H 1.647 -0.342 0.263 -0.5 0.3 0.0
H 4.108 2.012 -0.420 -0.2 0.1 -0.5
H 3.092 2.058 1.026 -0.1 0.5 -0.4
H 2.839 3.260 -0.400 0.3 -1.6 0.4
H 0.126 0.021 -1.798 -0.5 0.7 1.2
H -0.461 1.521 -1.089 0.1 1.6 -0.5
H 0.833 1.129 0.998 0.7 -0.4 -0.1
H -2.773 -3.168 -0.639 0.8 2.2 0.5
H -3.006 -2.169 0.730 1.0 0.6 -0.7

=====

19
Properties=species:S:1:pos:R:3:forces:R:3 method="wB97M-V/def2-TZVPD" e_lumo_ev=-1.104 homo_lumo_gap_ev=7.23 charge=0
C -1.270 0.210 0.401 1.2 0.4 -2.4
C 0.353 -1.562 -1.007 1.3 0.4 -0.2
C -1.442 -0.781 1.533 0.3 0.1 -0.1
C 1.721 0.539 0.800 1.2 -1.0 -0.2
C -0.297 -0.192 -1.067 -5.0 -2.0 2.1
C 1.339 1.076 -0.354 0.2 1.2 0.2
C 1.509 2.314 -0.838 -0.5 -0.7 0.4
O 2.000 -0.190 1.654 -0.5 0.7 -0.2
O -0.927 0.065 -2.089 1.7 1.2 0.3
H -2.213 0.395 -0.109 -0.1 -0.1 0.0
H -0.934 1.193 0.728 0.1 0.0 0.3
H -0.295 -2.329 -1.425 -0.4 0.2 0.1
H 1.214 -1.520 -1.678 0.2 -0.2 0.1
H 0.671 -1.851 -0.008 0.1 0.0 0.0
H 2.183 3.032 -0.388 0.0 0.1 0.1
H 0.885 2.645 -1.656 0.2 0.0 -0.4
H -1.917 -1.697 1.184 0.1 -0.1 0.1
H -2.083 -0.334 2.300 0.0 -0.1 -0.1
H -0.495 -1.014 2.020 0.0 -0.2 0.0

=====

16
Properties=species:S:1:pos:R:3:forces:R:3 method="wB97M-V/def2-TZVPD" e_lumo_ev=3.763 homo_lumo_gap_ev=7.53 charge=-1
O -0.236 0.306 2.786 -0.6 -0.6 0.9
C 0.408 1.219 2.271 1.4 -0.7 -2.1
O 0.578 2.398 2.579 0.2 0.5 0.2
C 1.058 0.719 0.777 -0.8 -0.5 2.0
C -0.211 0.613 -0.095 -0.4 1.0 -0.1
C -0.344 -0.619 -0.976 -0.8 0.2 -0.5
C -0.419 -0.561 -2.338 0.5 0.8 4.1
N -0.684 -1.780 -0.262 -1.1 0.9 -1.9
H 1.746 1.500 0.459 0.2 -0.3 -0.3
H 1.517 -0.316 0.880 -0.2 1.4 0.1
H -0.136 1.552 -0.808 -1.0 -1.7 1.5
H -1.073 0.540 0.740 1.4 0.5 -2.5
H -0.403 0.401 -2.713 0.1 1.6 -1.2
H -0.611 -1.380 -2.912 -0.4 -2.2 -1.6
H -1.091 -2.497 -0.828 0.2 -0.4 -0.2
H -0.101 -2.095 0.441 1.2 -0.4 1.7

=====

7
Properties=species:S:1:pos:R:3:forces:R:3 method="wB97M-V/def2-TZVPD" e_lumo_ev="-1.667 / -1.667" homo_lumo_gap_ev="6.52 / 6.52" charge=0
H 1.853 0.217 -1.135 -1.8 0.7 -0.6
C 1.044 -0.528 0.257 -6.2 -4.2 3.7
C 0.729 0.234 -0.732 4.2 3.2 -1.9
O 0.524 -1.397 0.980 3.6 2.0 -1.0
Ag -0.373 2.325 -0.225 0.9 -1.5 -0.3
O -1.812 0.055 0.105 -1.1 -3.3 2.3
C -1.965 -0.906 0.750 0.5 3.2 -2.1

=====

23
Properties=species:S:1:pos:R:3:forces:R:3 method="wB97M-V/def2-TZVPD" e_lumo_ev=0.827 homo_lumo_gap_ev=9.53 charge=0
C -0.576 -0.137 -0.994 1.1 1.9 0.7
C 0.360 -1.201 -0.442 0.6 0.3 0.9
C -2.056 -0.462 -0.832 -0.1 0.4 0.3
C -0.904 1.813 0.720 0.1 0.6 -0.2
C 2.567 -0.587 0.784 0.1 0.2 0.0
N -0.133 1.202 -0.345 -1.8 -1.0 -0.9
C 1.057 -0.657 0.845 -0.7 -3.1 1.4
O -0.338 0.004 -2.369 0.4 0.6 -0.8
N 0.506 -0.708 2.020 0.7 1.2 -1.5
H 0.019 0.904 -2.466 -0.3 -0.4 -0.2
H 0.830 1.520 -0.404 -0.3 -0.7 -0.1
H -0.513 -0.766 1.954 0.1 -0.4 -0.1
H 1.143 -1.446 -1.168 -0.4 0.1 0.0
H -0.172 -2.126 -0.202 0.1 0.1 0.1
H -2.312 -1.344 -1.430 0.4 0.1 0.1
H -2.679 0.358 -1.205 0.2 0.0 0.1
H -2.324 -0.669 0.207 0.0 0.0 0.0
H -1.383 2.724 0.346 -0.2 0.0 0.2
H -0.263 2.100 1.558 0.0 -0.2 0.0
H -1.697 1.176 1.118 0.2 -0.1 -0.1
H 2.879 0.446 0.616 0.2 0.0 0.0
H 2.980 -1.195 -0.026 -0.2 0.1 0.0
H 3.009 -0.951 1.714 -0.2 0.3 0.0

=====

43
Properties=species:S:1:pos:R:3:forces:R:3 method="wB97M-V/def2-TZVPD" e_lumo_ev=0.279 homo_lumo_gap_ev=8.76 charge=0
C 2.791 -2.068 6.190 1.9 -0.2 1.7
C 2.472 -1.138 5.069 1.2 -2.8 -0.7
C 3.519 -1.441 3.961 -0.1 1.7 -0.4
O 3.291 -0.521 2.863 -0.5 -1.1 -0.3
C 3.019 -1.149 1.593 1.3 0.5 0.3
N 1.170 -1.561 4.721 -2.6 1.4 -0.8
H 2.183 -1.846 7.067 0.1 -0.2 0.0
H 3.850 -1.971 6.427 0.2 0.4 0.6
H 2.793 -3.140 5.993 -0.9 0.0 -0.6
H 2.547 -0.111 5.428 -0.3 0.0 -0.4
H 3.559 -2.475 3.620 -0.7 -0.2 0.0
H 4.526 -1.288 4.348 0.2 0.4 0.0
H 2.735 -0.367 0.889 -0.4 0.0 0.2
H 2.326 -1.991 1.580 -0.4 0.2 0.5
H 3.961 -1.538 1.207 0.2 -0.2 -0.1
H 1.007 -2.516 4.436 0.5 0.0 0.1
H 0.672 -0.940 4.098 0.1 -0.1 -0.2
C -2.337 5.683 -4.050 0.2 -3.8 0.9
C -2.698 7.064 -3.772 0.8 2.6 0.5
O -3.241 7.284 -2.425 0.5 -1.0 -1.2
O -1.476 5.503 -5.146 0.3 1.4 -1.6
H -3.199 5.034 -4.207 -0.4 0.0 0.2
H -1.748 5.261 -3.235 -0.6 0.2 0.9
H -3.240 7.500 -4.610 -0.7 0.0 0.3
H -1.726 7.554 -3.821 0.1 0.6 0.2
H -3.903 7.978 -2.381 0.1 0.0 -0.5
H -1.008 4.665 -5.141 -0.3 0.0 0.4
C -2.344 -3.209 0.288 -0.2 -1.0 0.8
C -2.140 -4.236 1.420 -2.3 0.3 -0.9
O -0.862 -4.190 1.872 1.8 0.1 0.2
O -1.492 -3.502 -0.810 0.3 -0.2 0.0
H -2.013 -2.238 0.657 -0.8 0.3 0.2
H -3.360 -3.329 -0.090 -0.3 0.7 0.4
H -2.382 -5.221 1.023 -0.2 -0.3 -0.1
H -2.820 -4.046 2.250 -0.2 0.2 -0.1
H -0.432 -4.148 1.015 1.3 0.0 0.1
H -1.642 -2.727 -1.356 0.5 -0.1 -0.6
O -1.087 0.136 -7.992 0.0 0.2 0.2
H -1.674 -0.201 -8.669 -0.2 0.0 -0.2
H -0.324 -0.441 -8.028 0.2 -0.1 0.0
O 0.012 -0.067 -3.780 -0.1 0.0 0.2
H -0.254 -0.012 -4.698 -0.2 0.0 -0.3
H 0.968 -0.031 -3.805 0.2 0.0 0.1

=====

11
Properties=species:S:1:pos:R:3:forces:R:3 method="wB97M-V/def2-TZVPD" e_lumo_ev=0.306 homo_lumo_gap_ev=10.34 charge=0
O 0.644 -1.941 0.221 -0.2 -0.4 -0.1
C -0.396 0.430 0.008 -0.3 0.5 -0.1
C 0.017 0.970 -1.098 -0.4 0.0 0.1
C 0.960 1.075 0.067 0.1 0.2 0.2
C -1.518 -0.020 0.748 -0.5 0.1 0.2
N -2.472 -0.302 1.341 0.9 0.0 -0.4
H -0.093 -2.265 0.759 0.2 0.0 -0.2
H 0.265 -1.777 -0.657 0.1 -0.2 0.4
H -0.283 1.306 -2.087 0.3 -0.2 0.3
H 1.869 0.459 0.156 -0.6 0.2 -0.2
H 1.001 2.044 0.574 0.2 -0.2 -0.1

=====

92
Properties=species:S:1:pos:R:3:forces:R:3 method="wB97M-V/def2-TZVPD" multiplicity=2 e_lumo_ev="-0.659 / -0.648" homo_lumo_gap_ev="5.02 / 5.02" charge=0
Co 0.362 0.683 0.290 -0.1 -0.1 0.0
O -1.057 -4.332 -0.888 0.0 0.0 0.0
C -0.024 -4.964 -0.231 -0.1 0.0 0.1
C 0.129 -6.337 -0.357 0.0 0.0 0.0
C 1.170 -6.980 0.290 0.0 0.0 0.0
C 2.064 -6.253 1.068 0.0 0.0 0.0
C 1.909 -4.886 1.193 0.0 0.0 0.0
C 0.867 -4.221 0.542 0.1 0.0 0.0
C 0.720 -2.752 0.708 0.0 0.1 -0.1
O -0.463 -2.191 0.539 0.0 0.1 0.1
N 1.766 -2.087 1.050 0.0 0.0 0.0
N 1.581 -0.720 1.247 0.0 -0.1 0.1
C 2.487 -0.239 2.007 0.0 0.0 0.1
C 2.462 1.182 2.336 0.0 0.0 0.0
C 3.144 1.698 3.427 0.0 0.0 0.0
C 2.952 3.033 3.748 0.0 0.0 0.0
C 2.086 3.786 2.975 0.0 0.0 0.0
C 1.460 3.187 1.890 0.0 0.0 0.0
N 1.660 1.918 1.562 0.0 0.0 0.0
H -1.049 -2.804 0.050 -0.1 -0.1 0.0
H -0.584 -6.880 -0.963 0.0 0.0 0.0
H 1.282 -8.053 0.193 0.0 0.0 0.0
H 2.872 -6.754 1.583 0.0 0.0 0.0
H 2.588 -4.302 1.799 0.0 0.0 0.0
H 3.227 -0.896 2.455 0.0 0.0 0.0
H 3.784 1.059 4.021 0.0 0.0 0.0
H 3.458 3.471 4.598 0.0 0.0 0.0
H 1.887 4.825 3.200 0.0 0.0 0.0
H 0.764 3.730 1.264 0.0 0.0 0.0
N 0.556 -3.805 -2.996 0.0 0.1 0.0
C 0.464 -2.347 -2.825 0.0 0.0 0.0
C -0.656 -1.810 -3.698 0.0 0.0 0.0
C -0.928 -0.348 -3.348 0.0 0.0 0.0
N -1.470 -0.285 -1.996 0.0 0.0 0.0
C 0.358 0.472 -3.476 0.0 0.0 0.0
C 1.614 -0.091 -2.811 -0.1 0.0 0.0
N 1.711 0.190 -1.344 0.1 0.1 0.1
C 1.756 -1.589 -3.103 0.0 0.0 0.0
H -0.703 -4.149 -1.803 0.0 -0.2 -0.1
H 1.409 -4.169 -2.583 0.0 0.0 0.0
H 0.572 -4.048 -3.981 0.0 0.0 0.0
H 0.173 -2.149 -1.793 0.0 0.0 0.0
H -1.564 -2.398 -3.536 0.0 0.0 0.0
H -0.383 -1.908 -4.757 0.0 0.0 0.0
H -1.628 0.058 -4.091 0.0 0.0 0.0
H -2.460 -0.497 -1.988 0.0 0.0 0.0
H -1.350 0.649 -1.607 0.0 0.0 -0.1
H 0.181 1.481 -3.116 0.0 0.0 0.0
H 0.583 0.556 -4.545 0.0 0.0 0.0
H 2.466 0.409 -3.283 0.0 0.0 0.0
H 2.257 1.040 -1.229 0.0 0.0 -0.1
H 2.282 -0.546 -0.938 0.0 0.0 0.0
H 2.582 -2.010 -2.517 0.0 0.0 0.0
H 2.022 -1.710 -4.159 0.0 0.0 0.0
C -2.880 -1.375 2.786 0.0 -0.1 0.0
Si -1.496 -0.104 3.012 0.0 0.1 0.1
C -0.055 -1.029 3.806 0.0 0.0 0.0
C -1.976 1.054 4.433 0.0 0.0 0.0
N -1.134 0.752 1.558 0.0 -0.1 -0.1
C -2.168 1.509 1.007 0.0 0.0 0.0
C -3.493 1.545 1.459 0.0 0.0 0.0
C -4.456 2.358 0.865 0.0 0.0 0.0
C -4.121 3.153 -0.213 0.0 0.0 0.0
C -2.816 3.108 -0.704 0.0 0.0 0.0
C -1.843 2.301 -0.123 0.0 0.1 0.0
N -0.521 2.186 -0.592 0.0 0.1 0.0
Si 0.102 3.563 -1.414 0.0 0.0 0.0
C -0.218 5.165 -0.450 0.0 0.0 0.0
C -0.584 3.851 -3.168 0.0 0.0 0.0
C 1.974 3.425 -1.644 0.0 0.0 0.0
H -3.670 -1.258 3.532 0.0 0.0 0.0
H -2.497 -2.396 2.864 0.0 0.0 0.0
H -3.335 -1.262 1.799 0.0 0.0 0.0
H -0.447 -1.414 4.753 0.0 0.0 0.0
H 0.766 -0.353 4.057 0.0 0.0 0.0
H 0.338 -1.882 3.256 0.0 0.0 -0.1
H -1.926 0.485 5.367 0.0 0.0 0.0
H -2.977 1.477 4.365 0.0 0.0 -0.1
H -1.274 1.888 4.515 0.0 0.0 0.0
H -3.799 0.923 2.288 0.0 0.0 0.1
H -5.467 2.354 1.254 0.0 0.0 0.0
H -4.856 3.791 -0.687 0.0 0.0 0.0
H -2.566 3.709 -1.572 0.0 0.0 0.0
H -0.867 4.988 0.411 0.0 0.0 0.0
H -0.717 5.909 -1.073 0.0 0.0 0.0
H 0.716 5.611 -0.096 0.0 0.0 0.0
H -1.296 3.078 -3.465 0.0 0.0 0.0
H 0.216 3.869 -3.915 0.0 0.0 0.0
H -1.107 4.809 -3.227 0.0 0.0 0.0
H 2.344 4.407 -1.956 0.0 0.0 0.0
H 2.256 2.729 -2.438 0.0 0.0 0.0
H 2.502 3.158 -0.724 0.0 0.0 0.0